Here is 3 unconnected molecules or ions with the total composition C26H31N3O8P from OMol25. Energies are from ωB97M-V/def2-TZVPD.

XYZ file:
```
69
C26H31N3O8P ωB97M-V/def2-TZVPD
C -0.562 -2.171 -4.559
C -0.699 -1.120 -5.674
P -1.353 0.486 -5.098
C -0.581 1.550 -6.351
O -0.200 0.684 -3.810
C -0.353 1.705 -2.971
O -1.378 2.138 -2.531
C 0.970 2.281 -2.540
C 1.721 3.043 -3.440
C 2.905 3.560 -3.014
N 3.322 3.318 -1.756
C 2.639 2.581 -0.855
C 3.234 2.359 0.500
C 4.293 1.212 0.565
C 4.742 0.660 -0.774
O 5.632 -0.408 -0.467
C 5.844 -1.364 -1.432
C 5.945 -0.893 -2.861
O 5.962 -2.508 -1.107
C 1.429 2.057 -1.250
H -1.409 -2.853 -4.551
H 0.349 -2.748 -4.705
H -0.495 -1.723 -3.569
H -1.381 -1.456 -6.454
H 0.276 -0.939 -6.132
H 0.497 1.415 -6.458
H -1.044 1.264 -7.300
H -0.810 2.601 -6.181
H 1.374 3.207 -4.450
H 3.550 4.160 -3.638
H 4.207 3.710 -1.458
H 3.668 3.298 0.841
H 2.405 2.093 1.150
H 5.171 1.587 1.085
H 3.881 0.396 1.152
H 3.903 0.281 -1.364
H 5.281 1.419 -1.353
H 4.973 -1.040 -3.336
H 6.219 0.155 -2.953
H 6.657 -1.531 -3.375
H 0.846 1.464 -0.558
C -2.783 0.247 -0.126
C -3.526 -0.055 1.008
C -3.185 -1.151 1.787
C -2.100 -1.920 1.415
C -1.350 -1.646 0.287
C -1.704 -0.553 -0.487
N -1.720 -3.070 2.258
O -2.403 -3.303 3.233
O -0.742 -3.708 1.926
H -3.045 1.103 -0.734
H -4.368 0.559 1.293
H -3.757 -1.393 2.670
H -0.513 -2.276 0.023
H -1.139 -0.319 -1.380
C -3.576 -2.223 8.567
C -3.823 -0.869 8.757
C -4.302 -0.096 7.713
C -4.529 -0.705 6.492
C -4.287 -2.050 6.277
C -3.805 -2.810 7.329
N -5.050 0.109 5.381
O -5.220 1.293 5.573
O -5.278 -0.458 4.328
H -3.205 -2.823 9.387
H -3.644 -0.414 9.721
H -4.499 0.957 7.844
H -4.469 -2.494 5.310
H -3.609 -3.863 7.182
```

Properties
molar mass: 544.5 u
energy above the lowest of the compared OMol25 structures with the same formula, charge and spin: 1.208 eV
E_HOMO: -11.3 eV
E: -2116.49635 hartree
net charge: +1
E_LUMO: -4.7 eV
Kohn-Sham gap: 0.2459 Ha
multiplicity: 1